P.
This record from the Open Molecules 2025 dataset describes C8H12FN in the gas phase. The level of theory is ωB97M-V with the def2-TZVPD basis set.

The geometry in XYZ format:
```
22
C8H12FN, DFT ωB97M-V with the def2-TZVPD basis set
C -2.28287 -1.49687 0.04387
C -2.82173 -0.20926 -0.17853
C -0.93036 -1.44255 -0.00992
C -1.77875 0.66412 -0.17598
C 1.48520 -0.56733 1.05321
C 0.97058 1.81459 0.35842
C 1.32248 0.03850 -1.38293
C 0.83104 0.29915 0.04725
N -0.54852 -0.08046 0.07573
F -1.86702 1.96042 -0.40956
H -2.84952 -2.44080 0.33839
H -3.84269 0.05953 -0.32621
H -0.25273 -2.30083 0.17883
H 1.47351 -1.57535 0.66478
H 2.49993 -0.29725 1.15665
H 0.98575 -0.66849 2.12212
H 0.09745 2.40930 0.31336
H 1.19315 1.73080 1.39439
H 1.82286 2.14565 -0.11815
H 0.71381 0.39471 -2.14044
H 2.24464 0.65657 -1.45882
H 1.53379 -1.09417 -1.54644
```

For the orbital gap, the calculation gives 9.01 eV. The value obtained for the highest occupied orbital energy is -8.14 eV. The calculation puts the LUMO energy at 0.87 eV.


Q.
This record from the Open Molecules 2025 dataset describes 4 unconnected molecules or ions with the total composition C8H12FN. The level of theory is ωB97M-V with the def2-TZVPD basis set.

The geometry in XYZ format:
```
22
C8H12FN, DFT ωB97M-V with the def2-TZVPD basis set
C -1.51422 -3.11380 0.80415
C -1.84732 -1.99185 0.60749
C -0.22483 2.94246 0.99000
C 2.49006 -0.14545 -0.02121
C -2.18163 -0.64399 0.34178
C 1.05174 -0.62509 -0.03885
C -0.00621 -0.24615 -0.92260
C -1.34551 -0.19224 -0.72811
N -1.13694 2.26742 1.14637
F -2.08459 0.12703 -1.87204
H -1.17843 -4.09077 1.19522
H 0.58704 3.56065 0.68141
H 1.04341 2.69245 -1.00340
H 3.02644 0.00427 -0.92553
H 3.19055 -0.75355 0.55628
H 2.71023 0.85065 0.40337
H -2.13152 0.18338 1.08079
H -3.30204 -0.74912 -0.06157
H 0.94953 -1.66258 -0.30248
H 0.74169 -0.39914 1.01426
H 0.90285 1.80525 -1.10277
H 0.25972 0.18017 -1.84255
```

For the orbital gap, the calculation gives 9.61 eV. The value obtained for the highest occupied orbital energy is -8.73 eV. The calculation puts the LUMO energy at 0.89 eV.


Result of the stability comparison: P is the most stable of them.


P.
This record from the Open Molecules 2025 dataset describes a molecular structure, C28H40B2N12OOsS3. The level of theory is ωB97M-V with the def2-TZVPD basis set.

The geometry in XYZ format:
```
87
C28H40B2N12OOsS3, DFT ωB97M-V with the def2-TZVPD basis set
Os 0.38429 -0.32122 -0.21099
C -1.24185 -3.49072 -1.99603
C -1.16570 -3.43024 -0.51195
C -1.77129 -4.33819 0.35851
C -1.36953 -3.96621 1.61452
N -0.55735 -2.89692 1.50548
N -0.43373 -2.54306 0.18507
B -0.00863 -1.94914 2.56471
N 1.46933 -1.58248 2.23154
C 2.54956 -1.88237 2.96814
C 3.65947 -1.31713 2.39087
C 3.20359 -0.66054 1.25489
C 4.03851 0.17341 0.35314
N 1.86372 -0.83895 1.15450
N -0.84771 -0.64843 2.53957
C -1.80577 -0.22506 3.37851
C -2.33365 0.94921 2.89775
C -1.65417 1.20731 1.70983
C -1.80956 2.41119 0.85365
N -0.76894 0.21645 1.48624
N -0.01187 -2.54165 4.00473
C 0.17422 -1.83136 5.23024
C 0.36002 -2.72831 6.20134
C 0.29777 -4.00193 5.53317
C 0.44556 -5.32880 6.11424
N 0.08065 -3.81084 4.17887
H -0.68200 -4.35526 -2.35595
H -0.85289 -2.59814 -2.47234
H -2.27572 -3.62593 -2.31209
H -2.39827 -5.17221 0.09495
H -1.57815 -4.40538 2.57184
H 2.46713 -2.47989 3.85917
H 4.67460 -1.36175 2.74473
H 5.08755 -0.03745 0.54881
H 3.85963 1.22948 0.55512
H 3.84803 -0.01029 -0.69941
H -2.05987 -0.78380 4.26445
H -3.10085 1.55245 3.35087
H -2.82780 2.78630 0.93881
H -1.57769 2.21248 -0.18976
H -1.13829 3.19807 1.20060
H 0.16770 -0.75423 5.26524
H 0.51464 -2.54767 7.25153
H -0.04058 -5.37804 7.09132
H 1.51192 -5.54654 6.27734
H 0.03907 -6.09337 5.45496
C 2.51979 -3.27146 -2.26316
N 1.67448 -2.59197 -3.23986
C 1.16679 -3.13898 -4.39454
C 0.44519 -2.16581 -5.01225
N 0.52053 -1.03176 -4.24299
B 0.12598 0.40285 -4.69509
N -1.15051 1.03576 -3.93651
C -1.80817 1.98707 -4.67921
C -2.92158 2.36548 -4.01537
N -2.94968 1.64137 -2.85730
C -4.05153 1.70628 -1.89650
C -1.84689 0.85034 -2.80857
S -1.65835 -0.23865 -1.45127
C 1.26877 -1.31742 -3.18151
S 1.72146 -0.07473 -2.05354
H 2.53908 -4.32998 -2.50512
H 2.10261 -3.13839 -1.26545
H 3.53277 -2.87586 -2.30693
H 1.36632 -4.15793 -4.67699
H -0.09139 -2.18184 -5.94415
H 1.04035 1.15850 -4.50257
H -0.21821 0.33195 -5.83406
H -1.45295 2.29619 -5.64573
H -3.68904 3.07144 -4.28059
H -4.23755 2.74765 -1.64494
H -3.78708 1.15191 -1.00266
H -4.94026 1.26922 -2.34656
O 1.09596 2.00211 -0.13471
S 1.19286 3.49146 -0.49928
C 1.26737 3.57896 -2.31980
C 2.67402 4.03197 -2.71860
C 3.61546 3.54364 -1.62141
C 2.93274 3.94269 -0.32140
H 0.47383 4.23894 -2.66622
H 1.05502 2.55932 -2.64355
H 2.71207 5.12059 -2.77740
H 2.93609 3.64355 -3.70185
H 4.60469 3.99270 -1.69767
H 3.73550 2.45835 -1.66969
H 2.94093 5.02591 -0.17713
H 3.29437 3.47411 0.59260
```

For the orbital gap (spin up / spin down), the calculation gives 8.06 / 4.45 eV. The value obtained for the highest occupied orbital energy (spin up / spin down) is -15.86 / -15.91 eV. As for the multiplicity: 6. The calculation puts the LUMO energy (spin up / spin down) at -7.81 / -11.46 eV. The expectation value of S² is 8.7795. Its charge is +3.


Q.
This record from the Open Molecules 2025 dataset describes a molecular structure, C28H40B2N12OOsS3. The level of theory is ωB97M-V with the def2-TZVPD basis set.

The geometry in XYZ format:
```
87
C28H40B2N12OOsS3, DFT ωB97M-V with the def2-TZVPD basis set
Os -0.47418 -0.07006 0.21913
C -2.18138 1.21045 -2.62690
C -1.10792 2.00621 -1.98402
C -0.74551 3.32006 -2.27849
C 0.16016 3.68195 -1.30578
N 0.35377 2.64644 -0.47062
N -0.40210 1.59762 -0.90790
B 0.92031 2.74166 0.99493
N 1.98173 1.66377 1.24241
C 3.21113 1.74508 1.79606
C 3.69164 0.46977 1.97760
C 2.67995 -0.37720 1.51401
C 2.67176 -1.86266 1.46687
N 1.65353 0.35980 1.08270
N -0.26655 2.44011 1.93222
C -0.69867 3.02550 3.06483
C -1.87534 2.42617 3.45450
C -2.11722 1.43045 2.50305
C -3.28795 0.52543 2.36219
N -1.11926 1.43716 1.60943
N 1.50695 4.15515 1.15237
C 0.94154 5.33828 1.63292
C 1.80332 6.34340 1.38383
C 2.92979 5.69747 0.73147
C 4.15360 6.32917 0.25018
N 2.68610 4.37594 0.60249
H -2.47446 1.67220 -3.56658
H -3.05767 1.19010 -1.97446
H -1.88465 0.18227 -2.81384
H -1.14038 3.93313 -3.06954
H 0.65083 4.63069 -1.17130
H 3.67594 2.68385 2.02819
H 4.64292 0.17999 2.38823
H 3.57865 -2.22744 0.98545
H 1.80310 -2.22012 0.91476
H 2.65446 -2.27528 2.47569
H -0.14447 3.80878 3.55372
H -2.48712 2.68123 4.30185
H -3.56474 0.08116 3.31691
H -3.08334 -0.25874 1.63333
H -4.15444 1.09485 2.02196
H -0.03567 5.37171 2.08217
H 1.71286 7.38695 1.63539
H 4.49245 7.09236 0.95558
H 3.94308 6.86568 -0.68643
H 4.94278 5.60336 0.06888
C 0.71077 -4.45015 -0.76107
N 1.01829 -3.70920 -1.96789
C 1.84204 -4.14094 -2.97208
C 1.77024 -3.21972 -3.96212
N 0.91021 -2.22586 -3.57050
B 0.34117 -1.16934 -4.55006
N 1.13807 0.17682 -4.61345
C 0.91645 1.01870 -5.64587
C 1.73959 2.11113 -5.52282
N 2.47452 1.93275 -4.40669
C 3.52228 2.80978 -3.92593
C 2.10362 0.74234 -3.83099
S 2.76729 0.16777 -2.40827
C 0.46184 -2.53669 -2.33689
S -0.81879 -1.78877 -1.41763
H 1.50358 -5.16714 -0.56474
H -0.22864 -4.99001 -0.88270
H 0.61846 -3.76321 0.07720
H 2.38468 -5.06781 -2.91743
H 2.24518 -3.20586 -4.92645
H 0.37417 -1.61963 -5.65398
H -0.78722 -0.94500 -4.23049
H 0.20594 0.78097 -6.41932
H 1.84572 2.96735 -6.16641
H 3.42848 3.77322 -4.42225
H 4.50235 2.39156 -4.15394
H 3.44406 2.94680 -2.84975
O -0.82277 -1.59824 1.60506
S -0.51229 -2.70820 2.61794
C -1.32892 -2.19150 4.16427
C -2.72270 -2.80305 4.15049
C -2.55559 -4.19433 3.55046
C -1.76612 -3.99773 2.26204
H -1.30439 -1.10346 4.21003
H -0.71842 -2.59635 4.97300
H -3.39640 -2.21240 3.52709
H -3.14124 -2.84603 5.15507
H -3.51855 -4.66057 3.34657
H -2.01118 -4.84487 4.23686
H -2.38166 -3.60880 1.45007
H -1.25335 -4.89935 1.93211
```

For the orbital gap (spin up / spin down), the calculation gives 6.33 / 4.11 eV. The value obtained for the highest occupied orbital energy (spin up / spin down) is -15.35 / -15.35 eV. As for the multiplicity: 6. The calculation puts the LUMO energy (spin up / spin down) at -9.02 / -11.24 eV. The expectation value of S² is 8.7943. Its charge is +3.


Result of the stability comparison: P is the most stable of them.